C5H7CdO4 as an isolated structure in a non-equilibrium geometry. Source: OMol25; level of theory: the ωB97M-V functional and the def2-TZVPD basis.

As for the spin multiplicity: 2. For the orbital gap (alpha / beta), the calculation gives 8.19 / 7.20 eV. As for the energy: -18029.3244 eV. Its charge is +2. The value obtained for the molar mass is 243.5 g/mol.

Positions of all 17 atoms, in Å:
H (-0.575, 3.143, 0.284)
Cd (-2.794, 1.641, -0.857)
O (-1.813, 1.869, 0.903)
O (0.423, 1.447, 0.789)
C (0.584, 0.037, 0.743)
C (1.028, -0.416, -0.646)
O (-0.851, 1.705, -1.117)
C (-0.699, 1.947, 0.177)
H (1.353, -0.190, 1.489)
H (-0.363, -0.437, 1.037)
H (0.191, -0.827, -1.220)
H (1.550, 0.391, -1.173)
H (2.572, -1.768, -1.541)
O (1.175, -3.806, 0.200)
C (2.126, -1.569, -0.552)
C (1.601, -2.823, -0.123)
H (2.944, -1.317, 0.146)

Atom charges from the Mulliken analysis, given in e for atoms 1 to 4: atom 1 (H): 0.38, atom 2 (Cd): 1.10, atom 3 (O): -0.69, atom 4 (O): -0.32